Record 1
64
Properties=species:S:1:pos:R:3 method="wB97M-V/def2-TZVPD" lumo_energy_ev=-8.0 de_lowest_kj_mol=11.6 charge=+2 homo_ev=-14.56
C -11.41 -0.86 -0.66
C -9.91 -0.72 -0.85
C -9.14 -0.97 0.44
H -9.42 -1.96 0.81
H -9.45 -0.25 1.20
C -7.62 -0.92 0.27
C -7.11 0.50 0.03
C -5.61 0.57 -0.24
H -5.34 -0.09 -1.06
H -5.35 1.59 -0.53
C -4.79 0.19 1.01
N -3.37 0.36 0.76
C -2.66 -0.62 0.18
C -1.33 -0.46 -0.13
C -0.67 0.74 0.18
C -1.44 1.74 0.78
C -2.77 1.53 1.05
H -3.38 2.30 1.51
H -1.01 2.70 1.02
C 0.74 0.93 -0.11
C 1.55 1.77 0.67
C 2.88 1.94 0.36
N 3.44 1.32 -0.69
C 2.70 0.51 -1.46
C 1.37 0.29 -1.20
H 0.81 -0.36 -1.86
H 3.19 0.03 -2.30
C 4.86 1.48 -0.95
H 5.18 2.47 -0.64
H 5.04 1.37 -2.03
C 5.67 0.42 -0.19
C 7.17 0.59 -0.46
C 7.99 -0.45 0.29
C 9.48 -0.27 0.02
C 10.34 -1.25 0.82
C 10.22 -2.69 0.36
H 9.23 -3.09 0.56
H 10.42 -2.78 -0.70
H 10.93 -3.32 0.90
H 10.11 -1.17 1.88
H 11.39 -0.94 0.70
H 9.67 -0.41 -1.05
H 9.77 0.75 0.28
H 7.81 -0.36 1.37
H 7.68 -1.45 -0.01
H 7.48 1.59 -0.15
H 7.36 0.50 -1.53
H 5.48 0.51 0.88
H 5.36 -0.58 -0.51
H 3.52 2.58 0.95
H 1.16 2.27 1.53
H -0.81 -1.29 -0.57
H -3.18 -1.54 -0.03
H -4.98 -0.85 1.27
H -5.09 0.82 1.85
H -7.37 1.13 0.88
H -7.61 0.91 -0.85
H -7.17 -1.33 1.18
H -7.34 -1.56 -0.57
H -9.58 -1.42 -1.63
H -9.70 0.29 -1.22
H -11.67 -1.87 -0.34
H -11.94 -0.66 -1.59
H -11.77 -0.17 0.10

***

Record 2
49
Properties=species:S:1:pos:R:3 method="wB97M-V/def2-TZVPD" lumo_energy_ev=-0.9 de_lowest_kj_mol=108.7 homo_ev=-7.73
Y 0.03 -0.34 -0.26
O -0.15 -1.58 4.10
C -0.23 -0.93 2.95
O -0.35 -1.52 1.86
C -0.30 0.55 3.03
C -0.47 1.26 4.20
C -0.56 2.65 4.08
C -0.46 3.21 2.83
C -0.33 2.40 1.70
N -0.23 1.08 1.83
C -0.38 2.91 0.26
O -0.72 4.06 0.05
O -0.09 1.99 -0.58
H -0.10 -2.55 3.89
H -0.57 0.74 5.15
H -0.70 3.32 4.89
H -0.54 4.26 2.67
C -5.93 1.63 -2.14
C -4.64 1.14 -1.59
C -4.59 0.43 -0.38
C -3.37 -0.02 0.08
N -2.26 0.24 -0.56
C -2.27 0.93 -1.69
C -3.46 1.38 -2.25
H -6.64 1.82 -1.34
H -6.40 0.89 -2.81
H -5.72 2.55 -2.66
H -5.50 0.17 0.17
H -3.29 -0.59 0.99
H -1.36 1.15 -2.23
H -3.50 1.98 -3.16
F 0.00 -3.13 -2.56
B -0.84 -2.45 -1.61
F -2.08 -3.04 -1.17
O 3.62 -2.19 1.95
C 3.48 -1.79 0.84
N 2.33 -1.14 0.32
C 2.61 -0.82 -0.96
O 1.79 -0.19 -1.67
C 3.92 -1.32 -1.42
C 4.47 -1.32 -2.70
C 5.66 -1.97 -2.85
C 6.30 -2.52 -1.72
C 5.75 -2.51 -0.44
C 4.51 -1.92 -0.32
H 3.93 -0.87 -3.54
H 6.10 -2.09 -3.81
H 7.26 -2.99 -1.83
H 6.25 -2.96 0.42

***

Record 3
22
Properties=species:S:1:pos:R:3 method="wB97M-V/def2-TZVPD" lumo_energy_ev=1.0 de_lowest_kj_mol=409.3 homo_ev=-8.90
H 3.02 1.06 -1.80
N 2.17 1.42 -1.40
C 1.65 0.67 -0.55
C 2.25 -0.65 0.04
C 0.42 1.18 0.26
C -0.19 0.67 1.56
C -0.81 0.23 0.20
C -2.23 0.61 -0.22
C -2.97 1.72 -0.08
N -0.36 -1.10 -0.21
C -0.96 -1.72 -1.07
H 2.01 -0.75 1.08
H 3.34 -0.60 -0.18
H 1.79 -1.47 -0.50
H 0.16 2.22 0.08
H 0.20 -0.01 2.31
H -0.81 1.48 2.06
H -2.66 -0.13 -0.89
H -3.93 1.81 -0.57
H -2.62 2.62 0.35
H -0.68 -2.73 -1.09
H -1.61 -1.53 -1.89

***

Record 4
9
Properties=species:S:1:pos:R:3 method="wB97M-V/def2-TZVPD" lumo_energy_ev=-14.4 de_lowest_kj_mol=63.0 charge=+2 homo_ev=-20.94
In -2.51 16.20 -24.15
C 0.90 16.29 -21.02
C 0.77 15.30 -22.12
O 0.34 15.65 -23.21
H 1.34 17.24 -21.35
H 1.48 16.00 -20.13
H -0.09 16.35 -20.51
H 0.30 14.29 -21.89
H 1.89 14.97 -22.30

***

Record 5
89
Properties=species:S:1:pos:R:3 method="wB97M-V/def2-TZVPD" lumo_energy_ev=-9.8 de_lowest_kj_mol=146.2 charge=+3 homo_ev=-15.36
Rh 0.20 -1.94 -0.05
O 0.81 -2.14 2.94
S 0.42 -1.09 2.01
C 1.65 0.20 2.01
C 1.85 1.03 3.10
C 2.89 1.95 3.04
C 3.71 2.03 1.93
C 3.53 1.17 0.85
C 2.49 0.25 0.90
P 2.17 -0.93 -0.41
C 2.81 -2.56 -0.08
C 2.59 -3.53 -1.08
C 2.96 -4.84 -0.85
C 3.56 -5.19 0.35
C 3.77 -4.23 1.35
C 3.38 -2.92 1.15
C 2.54 -0.40 -2.06
C 3.76 -0.76 -2.64
C 4.05 -0.34 -3.92
C 3.13 0.42 -4.63
C 1.91 0.77 -4.06
C 1.61 0.37 -2.77
C -1.13 -0.37 2.51
C -1.33 0.01 3.83
C -2.56 0.57 4.16
C -3.55 0.74 3.21
C -3.36 0.30 1.90
C -2.14 -0.28 1.56
P -1.90 -1.17 0.03
C -3.00 -0.85 -1.32
C -4.05 -1.76 -1.52
C -4.98 -1.52 -2.52
C -4.85 -0.39 -3.33
C -3.81 0.50 -3.13
C -2.87 0.29 -2.13
C -1.89 -2.93 0.47
C -2.16 -3.44 1.75
C -1.90 -4.77 2.02
C -1.32 -5.59 1.05
C -1.04 -5.11 -0.21
C -1.34 -3.78 -0.51
H 1.21 0.99 3.97
H 3.05 2.62 3.88
H 4.51 2.76 1.90
H 4.17 1.23 -0.02
H 2.18 -3.24 -2.04
H 2.82 -5.59 -1.62
H 3.87 -6.21 0.52
H 4.25 -4.52 2.28
H 3.54 -2.18 1.92
H 4.47 -1.37 -2.09
H 5.00 -0.60 -4.37
H 3.36 0.74 -5.64
H 1.20 1.36 -4.62
H 0.68 0.67 -2.30
H -0.58 -0.16 4.58
H -2.73 0.88 5.18
H -4.49 1.19 3.49
H -4.15 0.38 1.17
H -4.15 -2.64 -0.90
H -5.79 -2.21 -2.67
H -5.58 -0.22 -4.11
H -3.72 1.37 -3.77
H -2.07 0.99 -1.96
H -2.59 -2.81 2.52
H -2.14 -5.17 2.99
H -1.11 -6.63 1.29
H -0.64 -5.76 -0.98
H -1.29 -3.43 -1.55
C -0.11 5.67 1.20
N -0.63 4.32 1.04
C -1.11 3.70 2.27
C -0.43 3.62 -0.08
S -0.30 1.90 -0.04
N -0.33 4.30 -1.22
C -1.07 5.55 -1.45
C 0.27 3.71 -2.42
H 0.43 5.72 2.15
H -0.90 6.42 1.22
H 0.59 5.91 0.40
H -1.76 4.41 2.78
H -0.28 3.44 2.93
H -1.68 2.80 2.04
H -1.79 5.71 -0.65
H -1.63 5.44 -2.39
H -0.41 6.41 -1.53
H 1.09 3.06 -2.15
H 0.65 4.52 -3.05
H -0.47 3.14 -3.00

***

Record 6
62
Properties=species:S:1:pos:R:3 method="wB97M-V/def2-TZVPD" lumo_energy_ev=-1.7 homo_ev=-8.48
O -4.11 -3.55 -0.76
C -4.12 -4.27 0.23
C -3.98 -5.74 0.11
C -3.99 -6.53 1.19
C -4.14 -5.96 2.55
O -4.15 -6.68 3.54
C -4.28 -4.50 2.67
C -4.27 -3.71 1.59
H -3.87 -6.14 -0.89
H -3.89 -7.60 1.13
H -4.39 -4.10 3.67
H -4.37 -2.64 1.66
O 7.34 1.62 7.30
C 7.23 1.90 6.11
C 7.60 3.24 5.61
C 7.49 3.55 4.31
C 6.98 2.57 3.33
O 6.88 2.85 2.15
C 6.61 1.23 3.84
C 6.73 0.92 5.13
H 7.97 3.95 6.34
H 7.75 4.53 3.92
H 6.24 0.52 3.10
H 6.47 -0.05 5.52
O -6.49 2.83 -6.80
C -5.48 2.34 -6.31
C -4.16 2.47 -6.97
C -3.06 1.94 -6.44
C -3.11 1.18 -5.17
O -2.10 0.69 -4.69
C -4.42 1.04 -4.52
C -5.52 1.58 -5.04
H -4.14 3.03 -7.90
H -2.09 2.03 -6.91
H -4.44 0.48 -3.59
H -6.49 1.49 -4.57
C 4.25 1.58 0.46
O 4.08 0.30 1.18
C 3.17 -0.62 0.49
C 1.66 -0.03 0.22
C 1.46 0.42 -1.36
C -0.02 1.16 -1.60
P -1.47 -0.10 -1.66
C -2.11 -0.53 0.11
C -3.15 0.60 0.73
O -3.91 0.40 1.83
O -3.28 1.97 0.12
H 3.40 2.32 0.82
H 4.34 1.48 -0.70
H 5.27 2.06 0.84
H 3.59 -1.02 -0.55
H 3.04 -1.56 1.21
H 0.89 -0.93 0.40
H 1.32 0.83 0.94
H 1.55 -0.56 -2.00
H 2.34 1.15 -1.68
H -0.18 2.03 -0.81
H 0.03 1.69 -2.67
H -2.59 0.63 -2.29
H -1.24 -0.75 0.87
H -2.74 -1.54 0.01
H -3.93 2.51 0.69

***

Record 7
24
Properties=species:S:1:pos:R:3 method="wB97M-V/def2-TZVPD" lumo_energy_ev="-0.1 / -0.3" de_lowest_kj_mol=173.9 homo_ev="-7.16 / -7.70"
C -0.64 3.04 0.14
C -0.19 2.49 -1.02
C -0.56 -0.62 2.63
C -0.53 -2.20 -2.22
C 1.13 2.19 -1.01
C 0.86 -0.86 2.04
C -0.65 -1.86 -0.74
F 2.09 -1.92 -0.44
Si 0.79 -0.94 0.10
H -1.74 3.22 0.18
H 0.13 3.22 0.97
H -0.79 2.32 -1.90
H -1.23 -1.28 2.10
H -0.51 -0.65 3.73
H -0.85 0.41 2.22
H 0.46 -2.76 -2.20
H -1.46 -2.69 -2.29
H -0.40 -1.24 -2.67
H 1.81 2.30 -0.09
H 1.63 1.77 -1.87
H 1.19 -1.87 2.41
H 1.67 -0.22 2.43
H -0.82 -2.86 -0.19
H -1.56 -1.34 -0.52

***

Record 8
9
Properties=species:S:1:pos:R:3 method="wB97M-V/def2-TZVPD" lumo_energy_ev=-0.3 de_lowest_kj_mol=60.5 homo_ev=-10.41
O -0.21 -2.27 0.08
C -0.09 -1.10 0.11
C 1.07 -0.03 -0.09
C -0.11 1.02 0.09
O -0.19 2.21 0.06
N -1.06 -0.01 0.15
Br -2.93 -0.03 0.02
H 1.97 0.14 0.59
H 1.54 0.06 -1.00

***

Record 9
12
Properties=species:S:1:pos:R:3 method="wB97M-V/def2-TZVPD" lumo_energy_ev="4.2 / 2.4" de_lowest_kj_mol=19.3 charge=-1 spin_multiplicity=3 homo_ev="-0.91 / -5.33"
C 1.38 -0.53 0.13
C 0.17 0.36 0.44
O -2.33 0.78 -0.09
O -1.73 -1.64 0.48
O 0.26 1.64 0.06
P -1.39 -0.35 -0.16
H 2.08 -0.73 0.95
H 0.94 -1.45 -0.27
H 1.87 0.18 -0.60
H -0.13 0.32 1.49
H -0.60 1.84 -0.28
H -0.51 -0.43 -2.15

***

Record 10
129
Properties=species:S:1:pos:R:3 method="wB97M-V/def2-TZVPD" lumo_energy_ev=-2.8 charge=+1 homo_ev=-11.01
C 4.44 -1.00 -0.11
C 3.10 -0.62 0.60
B 1.90 -0.85 -0.42
O 1.98 -2.05 -1.11
C 0.69 0.20 -0.59
N 1.25 1.27 -1.45
C 2.25 0.99 -2.14
O 2.93 0.78 -3.06
O 0.56 0.90 0.66
C -0.50 0.70 1.55
I 0.56 -0.37 3.20
C -1.84 0.09 1.08
B -2.52 -0.70 2.37
O -3.41 -1.75 2.25
O -2.47 -0.20 3.64
C -3.09 1.05 1.00
I -2.80 3.18 0.62
C -4.36 0.42 0.33
C -4.92 1.06 -0.96
N -1.59 -0.81 -0.09
C -1.18 -2.22 0.31
O -2.20 -3.14 0.28
C -2.68 -3.56 -0.94
C -2.35 -4.95 -1.45
O -3.41 -2.87 -1.58
C -0.67 -0.28 -1.18
C -1.35 1.09 -1.63
P -1.20 2.01 -3.18
O 0.07 2.61 -3.55
O -1.76 1.32 -4.53
O -2.20 3.32 -3.00
C -0.65 -1.08 -2.51
F 0.11 -0.41 -3.38
F -1.92 -0.97 -2.98
C -0.24 -2.56 -2.82
F -1.10 -3.06 -3.74
F 0.94 -2.65 -3.44
H 4.36 -0.99 -1.20
H 4.78 -2.00 0.17
H 5.22 -0.32 0.23
H 3.10 0.39 1.03
H 2.94 -1.36 1.39
H 2.07 -2.79 -0.50
H -0.72 1.66 2.03
H -4.31 -1.42 2.34
H -2.18 0.74 3.58
H -3.45 1.27 2.01
H -5.19 0.42 1.04
H -4.24 -0.65 0.11
H -4.40 0.64 -1.83
H -5.94 0.69 -1.07
H -4.99 2.15 -0.97
H -2.45 -1.01 -0.63
H -0.70 -2.27 1.29
H -0.33 -2.59 -0.28
H -2.65 -5.03 -2.49
H -2.85 -5.73 -0.88
H -1.27 -5.13 -1.38
H -1.05 1.82 -0.88
H -2.43 0.92 -1.51
H -1.94 2.07 -5.12
H -3.04 3.02 -2.61
H -0.20 -3.33 -2.05
N -3.12 2.44 4.75
C -3.98 1.52 5.18
C -4.94 1.74 6.15
C -5.01 3.00 6.71
C -4.13 3.98 6.29
C -3.20 3.65 5.31
H -3.88 0.56 4.70
H -5.61 0.95 6.45
H -5.75 3.22 7.48
H -4.15 4.98 6.70
H -2.49 4.39 4.94
N 7.17 -4.16 -0.04
C 7.37 -5.36 -0.60
C 7.77 -5.54 -1.91
C 7.97 -4.42 -2.70
C 7.77 -3.17 -2.14
C 7.37 -3.10 -0.82
H 7.19 -6.21 0.06
H 7.92 -6.54 -2.31
H 8.28 -4.52 -3.73
H 7.92 -2.27 -2.72
H 7.20 -2.14 -0.34
N 7.53 -0.22 1.16
C 8.73 -0.77 1.35
C 9.68 -0.27 2.22
C 9.38 0.88 2.94
C 8.14 1.47 2.76
C 7.25 0.88 1.87
H 8.92 -1.66 0.76
H 10.64 -0.76 2.33
H 10.09 1.30 3.63
H 7.86 2.36 3.30
H 6.27 1.31 1.70
N -3.86 4.28 -6.03
C -4.88 5.05 -5.64
C -4.82 6.44 -5.56
C -3.63 7.06 -5.90
C -2.56 6.28 -6.30
C -2.73 4.91 -6.35
H -5.79 4.52 -5.38
H -5.68 7.01 -5.24
H -3.54 8.14 -5.85
H -1.61 6.73 -6.57
H -1.91 4.27 -6.66
N -1.32 6.77 4.74
C -1.71 8.00 4.39
C -1.29 9.15 5.03
C -0.41 9.03 6.08
C 0.02 7.77 6.46
C -0.47 6.68 5.76
H -2.41 8.04 3.56
H -1.64 10.12 4.70
H -0.05 9.91 6.61
H 0.71 7.64 7.29
H -0.16 5.67 6.02
N -2.03 -9.28 -0.87
C -3.11 -9.53 -1.61
C -3.05 -9.93 -2.94
C -1.81 -10.07 -3.53
C -0.68 -9.81 -2.78
C -0.84 -9.42 -1.46
H -4.06 -9.41 -1.11
H -3.96 -10.13 -3.49
H -1.73 -10.38 -4.56
H 0.31 -9.90 -3.20
H 0.02 -9.21 -0.83

***

Record 11
13
Properties=species:S:1:pos:R:3 method="wB97M-V/def2-TZVPD" lumo_energy_ev=0.9 de_lowest_kj_mol=237.6 homo_ev=-9.64
C 1.19 -1.40 -1.30
C 1.04 -0.63 -0.39
C 0.33 0.14 0.63
C 0.63 1.63 0.60
O -1.11 0.03 0.48
C -1.77 -0.89 -0.26
O -1.35 -1.85 -0.85
H 1.23 -2.13 -2.08
H 0.56 -0.27 1.63
H 0.43 2.03 -0.40
H 1.67 1.83 0.86
H -0.02 2.15 1.32
H -2.83 -0.63 -0.24